Version P
A cluster of 3 separate species, H7O3 in total. Source: the OMol25 dataset; level of theory: wB97M-V/def2-TZVPD.

Each atom is followed by the atoms it is bonded to, with distances in Å.
Element x y z (Å)
1 O -1.2319 1.2896 1.1955  H2 0.962, H3 0.968
2 H -1.2616 1.8403 1.9838  O1 0.962
3 H -2.0654 1.4721 0.7383  O1 0.968
4 O 1.1055 -1.7720 -0.4953  H5 0.963, H6 0.970
5 H 0.4152 -2.4059 -0.2743  O4 0.963
6 H 1.9536 -2.2374 -0.5655  O4 0.970
7 O 0.4354 0.5610 -0.6256  H8 1.118, H9 1.006, H10 0.967
8 H 0.7265 -0.5135 -0.5224  O7 1.118
9 H -0.1670 0.9756 0.0652  O7 1.006
10 H 0.0898 0.7903 -1.4995  O7 0.967

As for the total charge: +1. For the LUMO energy, the calculation gives -3.63 eV.



Version Q
A cluster of 3 separate species, H7O3 in total. Source: the OMol25 dataset; level of theory: wB97M-V/def2-TZVPD.

Each atom is followed by the atoms it is bonded to, with distances in Å.
Element x y z (Å)
1 O 1.9542 0.6774 0.3122  H2 0.957, H3 0.963
2 H 2.8731 0.5105 0.1029  O1 0.957
3 H 1.9044 1.0421 1.2026  O1 0.963
4 O -1.7578 -1.2681 -0.0043  H5 0.962, H6 0.965
5 H -2.6883 -1.1440 0.2080  O4 0.962
6 H -1.4595 -1.9106 0.6511  O4 0.965
7 O -0.2616 0.5947 -0.5274  H8 1.059, H9 0.958, H10 1.098
8 H -0.8932 -0.1881 -0.1955  O7 1.059
9 H -0.5025 1.0613 -1.3282  O7 0.958
10 H 0.8311 0.6248 -0.4213  O7 1.098

As for the total charge: +1. For the LUMO energy, the calculation gives -3.53 eV.



Of them, the most stable is version P and the least stable is version Q.



Version P
The molecule C20H31N5O4. Source: the OMol25 dataset; level of theory: wB97M-V/def2-TZVPD.

Each atom is followed by the atoms it is bonded to, with distances in Å.
Element x y z (Å)
1 C -2.8968 3.6906 -3.4576  C2 1.525, H30 1.095, H31 1.090, H32 1.090
2 C -1.8040 2.9757 -2.6701  C1 1.525, C3 1.525, C4 1.541, H33 1.095
3 C -1.3903 1.6634 -3.3283  C2 1.525, H34 1.094, H35 1.091, H36 1.092
4 C -2.2507 2.7624 -1.2108  C2 1.541, N5 1.453, H37 1.089, H38 1.093
5 N -1.2731 3.1966 -0.2276  C4 1.453, N6 1.404, C28 1.402
6 N -0.0402 2.5246 -0.2201  N5 1.404, C7 1.385, H39 1.014
7 C 0.8975 3.4337 0.2413  N6 1.385, C8 1.497, C27 1.345
8 C 2.2824 2.9569 0.5493  C7 1.497, C9 1.520, H40 1.090, H41 1.092
9 C 3.2864 4.0046 0.0973  C8 1.520, O10 1.216, N11 1.350
10 O 3.7546 4.8338 0.8540  C9 1.216
11 N 3.6071 3.9603 -1.2138  C9 1.350, C12 1.469, C26 1.459
12 C 2.9672 3.3430 -2.3826  N11 1.469, C13 1.552, H42 1.091, H43 1.094
13 C 3.8464 4.2638 -3.2695  C12 1.552, C14 1.514, C26 1.548, H44 1.091
14 C 3.1470 5.0935 -4.3252  C13 1.514, N15 1.458, H45 1.088, H46 1.094
15 N 2.8319 4.3206 -5.5210  C14 1.458, C16 1.455, C17 1.359
16 C 3.9519 3.9207 -6.3589  N15 1.455, H47 1.093, H48 1.088, H49 1.088
17 C 1.5599 3.8889 -5.7297  N15 1.359, O18 1.226, C19 1.519
18 O 0.6459 4.1819 -4.9667  C17 1.226
19 C 1.3635 3.0341 -6.9700  C17 1.519, C20 1.526, H50 1.094, H51 1.090
20 C 0.0056 2.3877 -7.2278  C19 1.526, O21 1.217, N22 1.353
21 O -0.0423 1.3517 -7.8639  C20 1.217
22 N -1.0842 3.0655 -6.8005  C20 1.353, C23 1.432, H52 1.013
23 C -2.3976 2.5265 -6.9880  N22 1.432, C24 1.498, C25 1.495, H53 1.084
24 C -3.5078 3.4998 -7.2383  C23 1.498, C25 1.503, H54 1.081, H55 1.082
25 C -3.0089 2.6188 -8.3497  C23 1.495, C24 1.503, H56 1.080, H57 1.080
26 C 4.2729 5.0075 -1.9808  N11 1.459, C13 1.548, H58 1.094, H59 1.089
27 C 0.3718 4.6697 0.3146  C7 1.345, C28 1.459, H60 1.077
28 C -1.0337 4.5682 -0.0639  N5 1.402, C27 1.459, O29 1.216
29 O -1.8749 5.4238 -0.2618  C28 1.216
30 H -3.8098 3.0877 -3.4874  C1 1.095
31 H -3.1359 4.6496 -2.9968  C1 1.090
32 H -2.5926 3.8694 -4.4892  C1 1.090
33 H -0.9282 3.6325 -2.6502  C2 1.095
34 H -2.2474 0.9890 -3.4168  C3 1.094
35 H -0.9898 1.8358 -4.3282  C3 1.091
36 H -0.6216 1.1568 -2.7410  C3 1.092
37 H -3.1408 3.3508 -0.9922  C4 1.089
38 H -2.4920 1.7140 -1.0183  C4 1.093
39 H -0.0831 1.6442 0.2821  N6 1.014
40 H 2.4117 2.8232 1.6229  C8 1.090
41 H 2.4610 2.0036 0.0476  C8 1.092
42 H 3.1356 2.2695 -2.4763  C12 1.091
43 H 1.8974 3.5567 -2.4604  C12 1.094
44 H 4.6855 3.7177 -3.7025  C13 1.091
45 H 2.2177 5.5030 -3.9333  C14 1.088
46 H 3.7882 5.9290 -4.6216  C14 1.094
47 H 4.2780 2.8959 -6.1635  C16 1.093
48 H 3.7121 4.0123 -7.4160  C16 1.088
49 H 4.7872 4.5874 -6.1526  C16 1.088
50 H 1.5823 3.6497 -7.8480  C19 1.094
51 H 2.0878 2.2200 -6.9854  C19 1.090
52 H -0.9188 3.7478 -6.0702  N22 1.013
53 H -2.6221 1.6410 -6.4041  C23 1.084
54 H -4.4712 3.2896 -6.7964  C24 1.081
55 H -3.2410 4.5474 -7.2727  C24 1.082
56 H -2.4030 3.0748 -9.1194  C25 1.080
57 H -3.6263 1.7957 -8.6784  C25 1.080
58 H 3.7965 5.9837 -1.8494  C26 1.094
59 H 5.3410 5.0999 -1.7917  C26 1.089
60 H 0.8847 5.5823 0.5658  C27 1.077

As for the structure (SMILES): CC(C)Cn1[nH]c(CC(=O)N2CC(CN(C)C(=O)CC(=O)NC3CC3)C2)cc1=O. For the LUMO energy, the calculation gives 0.33 eV.



Version Q
The molecule C20H31N5O4. Source: the OMol25 dataset; level of theory: wB97M-V/def2-TZVPD.

Each atom is followed by the atoms it is bonded to, with distances in Å.
Element x y z (Å)
1 C -1.7365 2.4655 -0.0732  N2 1.458, H30 1.085, H31 1.093, H32 1.090
2 N -0.7769 2.0625 -1.0942  C1 1.458, C3 1.461, C20 1.365
3 C 0.1572 1.0034 -0.7214  N2 1.461, C4 1.529, H33 1.089, H34 1.090
4 C 1.5495 1.5420 -0.3924  C3 1.529, O5 1.421, C6 1.520, H35 1.098
5 O 1.4767 2.6112 0.5412  C4 1.421, H36 0.964
6 C 2.4488 0.4802 0.2200  C4 1.520, N7 1.446, H37 1.089, H38 1.090
7 N 1.9452 -0.0263 1.4772  C6 1.446, C8 1.360, H39 1.005
8 C 1.2421 -1.1878 1.5523  N7 1.360, O9 1.223, C10 1.474
9 O 1.0214 -1.8809 0.5691  C8 1.223
10 C 0.7562 -1.5615 2.8924  C8 1.474, C11 1.410, C19 1.379
11 C 0.8628 -0.9261 4.1469  C10 1.410, N12 1.320, H40 1.079
12 N 0.2623 -1.6244 5.0930  C11 1.320, N13 1.345
13 N -0.2378 -2.7061 4.4690  N12 1.345, C14 1.456, C19 1.341
14 C -0.9458 -3.7179 5.2401  N13 1.456, C15 1.513, H41 1.094, H42 1.089
15 C -2.2873 -4.0858 4.6444  C14 1.513, C16 1.549, C18 1.545, H43 1.092
16 C -2.3538 -4.9901 3.3883  C15 1.549, C17 1.543, H44 1.089, H45 1.093
17 C -3.5590 -5.7110 4.0276  C16 1.543, C18 1.543, H46 1.090, H47 1.088
18 C -3.1041 -5.1606 5.3958  C15 1.545, C17 1.543, H48 1.092, H49 1.089
19 C 0.0372 -2.7088 3.1562  C10 1.379, N13 1.341, H50 1.076
20 C -0.9745 2.4809 -2.3779  N2 1.365, O21 1.221, C22 1.521
21 O -1.8464 3.2835 -2.6730  C20 1.221
22 C -0.0758 1.8925 -3.4541  C20 1.521, C23 1.531, H51 1.089, H52 1.095
23 C -0.0061 2.7919 -4.6917  C22 1.531, C24 1.525, N29 1.458, H53 1.090
24 C 0.7323 4.0976 -4.4145  C23 1.525, C25 1.523, H54 1.093, H55 1.090
25 C 2.2371 3.8754 -4.3379  C24 1.523, C26 1.523, H56 1.091, H57 1.094
26 C 2.7396 3.3335 -5.6700  C25 1.523, C27 1.515, H58 1.094, H59 1.089
27 C 1.9158 2.1922 -6.2308  C26 1.515, O28 1.218, N29 1.361
28 O 2.3650 1.4358 -7.0733  C27 1.218
29 N 0.6312 2.0808 -5.7939  C23 1.458, C27 1.361, H60 1.009
30 H -2.3118 3.3071 -0.4444  C1 1.085
31 H -2.4148 1.6394 0.1561  C1 1.093
32 H -1.2140 2.7427 0.8419  C1 1.090
33 H -0.2482 0.5136 0.1632  C3 1.089
34 H 0.2238 0.2397 -1.4957  C3 1.090
35 H 2.0361 1.8934 -1.3119  C4 1.098
36 H 0.9640 3.3216 0.1403  O5 0.964
37 H 2.5451 -0.3628 -0.4627  C6 1.089
38 H 3.4345 0.9170 0.3827  C6 1.090
39 H 2.0212 0.5571 2.2916  N7 1.005
40 H 1.3431 0.0034 4.4122  C11 1.079
41 H -0.3160 -4.6081 5.3252  C14 1.094
42 H -1.0664 -3.2941 6.2356  C14 1.089
43 H -2.8845 -3.1833 4.4971  C15 1.092
44 H -2.4977 -4.5136 2.4195  C16 1.089
45 H -1.4819 -5.6463 3.3342  C16 1.093
46 H -4.5023 -5.2657 3.7123  C17 1.090
47 H -3.6234 -6.7912 3.9111  C17 1.088
48 H -2.4427 -5.8642 5.9059  C18 1.092
49 H -3.8639 -4.8215 6.0982  C18 1.089
50 H -0.2702 -3.4967 2.4913  C19 1.076
51 H 0.9292 1.6889 -3.0875  C22 1.089
52 H -0.4985 0.9220 -3.7354  C22 1.095
53 H -1.0287 3.0294 -4.9830  C23 1.090
54 H 0.5175 4.8002 -5.2243  C24 1.093
55 H 0.3333 4.5359 -3.5000  C24 1.090
56 H 2.7503 4.8066 -4.0942  C25 1.091
57 H 2.4794 3.1729 -3.5346  C25 1.094
58 H 2.7086 4.1222 -6.4278  C26 1.094
59 H 3.7703 2.9855 -5.6249  C26 1.089
60 H 0.1321 1.3071 -6.2072  N29 1.009

As for the structure (SMILES): CN(C[C@@H](O)CNC(=O)c1cnn(CC2CCC2)c1)C(=O)C[C@H]1CCCC(=O)N1. For the LUMO energy, the calculation gives 0.50 eV.



Of them, the most stable is version Q and the least stable is version P.